# 1
This record from the OMol25 dataset describes 17 unconnected molecules or ions with the total composition C80H211N17O11 at a distorted geometry. The level of theory is ωB97M-V with the def2-TZVPD basis set.

Last column: Mulliken charge in e.
Cartesian coordinates (Å):
C -5.79 -2.61 -1.18  -1.46
C -5.02 -1.29 -1.21  1.07
N -5.72 -0.28 -1.97  -0.15
C -6.75 0.32 -1.06  0.09
C -7.86 1.25 -1.70  -1.30
C -4.87 0.84 -2.51  -0.20
C -3.87 0.42 -3.54  -0.56
H -5.12 -3.33 -0.71  0.10
H -6.17 -2.91 -2.16  0.44
H -6.69 -2.50 -0.57  0.40
H -4.93 -0.98 -0.17  0.11
H -3.98 -1.47 -1.46  -0.56
H -7.18 -0.49 -0.47  0.38
H -6.28 0.96 -0.31  -0.05
H -8.81 0.75 -1.52  0.35
H -7.85 2.19 -1.14  0.28
H -7.74 1.34 -2.78  0.40
H -4.25 1.17 -1.67  -0.02
H -5.50 1.65 -2.87  0.54
H -3.22 -0.35 -3.12  -0.55
H -3.30 1.24 -3.97  0.34
H -4.36 -0.04 -4.40  0.37
C -2.61 8.70 2.52  -1.34
C -2.56 7.21 2.74  0.70
N -1.41 6.76 3.55  0.57
C -1.56 6.95 5.01  -0.35
C -0.16 7.17 5.61  -1.02
C -0.95 5.41 3.24  -1.43
C -1.82 4.25 3.77  1.57
H -1.75 9.04 1.94  0.27
H -2.60 9.32 3.41  0.45
H -3.55 8.90 2.00  0.19
H -3.54 6.94 3.14  -0.02
H -2.54 6.86 1.71  -0.35
H -2.13 7.87 5.07  0.55
H -2.07 6.16 5.57  0.05
H -0.29 7.28 6.69  0.40
H 0.55 6.39 5.34  -0.02
H 0.27 8.13 5.34  0.33
H 0.11 5.22 3.43  0.45
H -1.06 5.30 2.16  -0.14
H -1.50 3.36 3.23  -0.52
H -2.86 4.40 3.48  -0.12
H -1.76 4.01 4.83  -0.25
C -3.77 -6.19 -0.23  -1.63
C -2.21 -5.93 -0.10  0.25
N -1.52 -5.87 -1.42  1.69
C -1.62 -7.15 -2.14  -0.89
C -0.88 -8.35 -1.43  -1.37
C -2.00 -4.80 -2.25  -1.97
C -1.69 -3.37 -1.67  0.83
H -4.32 -5.60 -0.96  0.29
H -4.21 -6.17 0.77  0.41
H -3.90 -7.22 -0.58  0.48
H -2.22 -4.93 0.34  -0.87
H -1.65 -6.59 0.56  0.40
H -2.69 -7.35 -2.20  0.52
H -1.33 -7.02 -3.18  0.56
H 0.21 -8.36 -1.40  0.08
H -1.13 -8.44 -0.37  0.42
H -1.10 -9.34 -1.82  0.50
H -3.05 -4.88 -2.51  0.15
H -1.51 -4.87 -3.22  0.53
H -1.94 -2.56 -2.36  0.27
H -0.61 -3.25 -1.54  -0.64
H -2.13 -3.10 -0.71  -0.02
C 6.25 -3.48 0.85  -1.78
C 5.40 -2.54 -0.06  1.21
N 6.19 -1.80 -1.05  0.04
C 7.13 -0.91 -0.27  -0.93
C 6.48 0.35 0.36  -0.32
C 5.35 -1.12 -2.10  2.27
C 6.28 -0.37 -3.07  -1.72
H 6.91 -3.03 1.59  0.43
H 6.72 -4.16 0.14  0.39
H 5.59 -4.16 1.38  0.28
H 4.62 -3.10 -0.59  -0.21
H 4.85 -1.86 0.58  -0.41
H 7.87 -0.60 -1.00  0.44
H 7.66 -1.44 0.52  0.51
H 5.78 -0.01 1.12  0.02
H 5.94 0.94 -0.38  -0.24
H 7.27 0.94 0.81  0.54
H 4.75 -1.88 -2.60  -0.63
H 4.62 -0.46 -1.62  -0.74
H 7.09 -1.02 -3.40  0.48
H 5.71 -0.14 -3.97  -0.06
H 6.71 0.56 -2.72  0.35
C 1.86 -7.60 -3.75  -1.80
C 1.49 -6.10 -3.95  0.04
N 2.65 -5.20 -4.31  0.46
C 2.18 -3.94 -4.97  0.50
C 1.74 -4.22 -6.41  -1.26
C 3.59 -5.07 -3.12  0.75
C 5.01 -4.65 -3.54  -1.21
H 2.43 -7.85 -4.64  0.46
H 0.96 -8.21 -3.62  0.37
H 2.61 -7.74 -2.97  0.18
H 0.69 -6.04 -4.69  0.55
H 1.07 -5.74 -3.01  0.00
H 1.26 -3.60 -4.49  -0.45
H 2.85 -3.08 -4.96  0.18
H 2.62 -4.42 -7.02  0.21
H 1.12 -5.11 -6.49  0.44
H 1.26 -3.31 -6.77  -0.01
H 3.66 -6.02 -2.60  0.20
H 3.14 -4.36 -2.42  -0.51
H 4.95 -3.76 -4.16  -0.04
H 5.65 -5.43 -3.95  0.44
H 5.54 -4.22 -2.68  0.28
C -1.51 5.14 -5.30  -0.85
C -0.84 6.23 -4.50  -0.12
N -1.55 6.65 -3.26  0.00
C -0.69 7.66 -2.60  -0.31
C -1.42 8.15 -1.35  -0.81
C -1.81 5.52 -2.33  0.13
C -0.63 4.70 -1.91  0.83
H -1.33 4.15 -4.90  -0.23
H -1.06 5.16 -6.29  0.44
H -2.59 5.31 -5.30  0.36
H 0.12 5.80 -4.25  -0.06
H -0.49 7.12 -5.03  0.59
H 0.27 7.22 -2.33  0.12
H -0.49 8.51 -3.25  0.56
H -1.01 9.10 -0.99  0.52
H -2.49 8.34 -1.46  0.09
H -1.27 7.48 -0.51  -0.02
H -2.51 4.84 -2.82  0.54
H -2.44 5.83 -1.50  -1.47
H -0.92 3.92 -1.21  0.05
H 0.13 5.33 -1.45  0.34
H -0.14 4.13 -2.71  -0.75
C -4.76 0.06 4.00  -1.66
C -3.61 0.90 4.57  2.21
C -4.19 2.15 5.26  -1.19
O -4.86 2.99 4.35  -0.27
C -5.41 4.22 4.90  -0.73
N -2.95 0.10 5.62  -0.13
H -4.33 -0.85 3.58  0.28
H -5.37 0.54 3.24  0.33
H -5.46 -0.25 4.77  0.45
H -2.89 1.25 3.82  -1.02
H -3.34 2.71 5.65  0.33
H -4.76 1.99 6.18  0.58
H -6.25 4.63 4.34  0.24
H -4.64 4.99 5.05  0.11
H -5.82 3.92 5.87  0.44
H -2.58 -0.71 5.15  -0.14
H -3.67 -0.27 6.23  0.30
C 3.11 0.30 2.00  -1.01
C 2.00 0.46 3.04  1.71
C 1.38 1.93 3.03  0.83
O 2.35 2.91 3.14  -0.41
C 2.53 3.53 4.40  -0.51
N 0.97 -0.54 2.76  1.40
H 2.80 0.58 1.00  -0.42
H 3.55 -0.70 1.96  -0.53
H 3.89 1.01 2.27  0.75
H 2.43 0.30 4.03  0.23
H 0.54 2.00 3.71  -0.63
H 0.99 2.06 2.01  -0.68
H 1.75 4.24 4.65  0.08
H 3.39 4.18 4.24  0.23
H 2.68 2.79 5.18  0.25
H 0.25 -0.39 3.44  -0.30
H 1.32 -1.45 3.01  -0.92
C -2.32 -3.50 2.78  0.01
C -2.36 -3.59 4.35  0.15
C -1.90 -4.89 5.00  -1.59
O -0.56 -5.15 4.63  0.26
C 0.07 -6.32 5.21  -1.03
N -1.46 -2.51 4.79  0.56
H -1.32 -3.78 2.44  -0.29
H -2.43 -2.51 2.34  -0.66
H -3.07 -4.14 2.32  0.70
H -3.36 -3.32 4.68  0.51
H -2.63 -5.63 4.67  0.46
H -2.08 -4.81 6.07  0.57
H -0.27 -6.62 6.20  0.47
H 1.11 -6.06 5.40  0.20
H 0.09 -7.13 4.49  0.10
H -1.30 -2.79 5.75  0.29
H -0.56 -2.62 4.34  -0.92
C 1.06 0.55 6.86  -0.76
C 0.17 1.46 7.69  0.49
C -0.18 2.84 7.06  -0.10
O 0.86 3.81 7.12  -0.13
C 0.94 4.37 8.45  -0.87
N -1.07 0.73 7.91  -0.71
H 1.88 1.19 6.53  0.04
H 0.44 0.23 6.02  -0.20
H 1.38 -0.29 7.48  0.57
H 0.57 1.56 8.70  0.49
H -1.08 3.27 7.50  0.53
H -0.38 2.72 5.99  -0.67
H 0.61 3.68 9.22  0.31
H 0.16 5.14 8.47  0.28
H 1.95 4.70 8.67  0.25
H -1.36 0.47 6.98  0.17
H -1.72 1.44 8.21  0.34
C 3.70 -2.67 4.25  -1.22
C 2.46 -3.48 4.64  0.54
C 1.89 -3.06 6.03  0.56
O 2.78 -2.97 7.13  -0.40
C 3.57 -4.11 7.47  -0.67
N 1.55 -3.45 3.58  1.42
H 3.51 -1.60 4.18  -0.04
H 4.10 -3.08 3.32  -0.09
H 4.51 -2.76 4.97  0.67
H 2.68 -4.55 4.75  0.68
H 1.03 -3.70 6.23  0.27
H 1.56 -2.03 5.90  -0.76
H 3.04 -5.03 7.68  0.25
H 4.08 -3.84 8.40  0.26
H 4.35 -4.17 6.71  0.29
H 1.99 -3.86 2.77  -0.12
H 0.85 -4.15 3.83  -0.63
C -7.34 7.89 0.45  -1.58
C -5.93 7.84 -0.13  1.01
C -5.27 6.42 -0.33  0.24
O -5.10 5.80 1.00  -0.37
C -4.59 4.47 0.97  -0.26
N -6.06 8.48 -1.51  -0.78
H -8.06 7.25 -0.06  0.38
H -7.75 8.89 0.59  0.39
H -7.33 7.37 1.40  0.29
H -5.30 8.45 0.51  -0.21
H -4.30 6.47 -0.84  -0.44
H -5.88 5.78 -0.97  0.40
H -3.61 4.41 0.49  0.03
H -5.23 3.76 0.45  0.64
H -4.45 4.04 1.97  -0.28
H -6.57 7.83 -2.09  0.32
H -5.19 8.49 -2.01  0.25
C 2.74 4.21 -3.73  -0.72
C 3.94 3.46 -3.06  0.17
C 3.40 2.31 -2.20  0.98
O 2.27 2.73 -1.45  -0.23
C 2.63 3.61 -0.43  -1.04
N 4.73 3.07 -4.21  -0.73
H 3.11 5.03 -4.35  0.67
H 2.09 4.66 -2.97  -0.35
H 2.06 3.58 -4.30  -0.12
H 4.57 4.09 -2.44  0.35
H 4.24 1.90 -1.65  -0.88
H 3.13 1.43 -2.79  -0.39
H 3.44 3.25 0.21  0.33
H 1.73 3.79 0.15  0.07
H 2.98 4.60 -0.74  0.35
H 4.87 3.87 -4.80  0.32
H 4.22 2.42 -4.79  0.18
C 1.72 -1.02 -1.94  -0.31
C 0.38 -0.33 -1.82  1.93
C -0.12 -0.20 -0.37  0.49
O -1.34 0.44 -0.40  -0.13
C -1.89 0.55 0.89  0.54
N 0.53 0.94 -2.46  1.13
H 1.65 -2.07 -1.64  -0.05
H 2.43 -0.46 -1.32  -0.93
H 2.19 -0.93 -2.92  0.15
H -0.26 -0.97 -2.42  -0.04
H 0.64 0.39 0.13  -0.75
H -0.14 -1.17 0.13  0.06
H -2.18 -0.40 1.33  -0.41
H -2.81 1.13 0.79  0.55
H -1.25 1.00 1.66  -0.80
H -0.34 1.34 -2.12  0.11
H 1.26 1.48 -2.02  -0.94
C -0.94 1.27 -6.12  -1.56
C -0.89 -0.18 -5.65  2.36
C -1.14 -1.07 -6.92  -1.31
O -1.51 -2.43 -6.52  -0.19
C -1.63 -3.33 -7.71  -0.99
N 0.42 -0.43 -5.07  1.06
H -0.22 1.46 -6.91  0.39
H -0.69 1.84 -5.23  -0.30
H -1.94 1.51 -6.49  0.70
H -1.61 -0.37 -4.85  -0.65
H -0.28 -1.05 -7.59  0.36
H -1.83 -0.58 -7.60  0.55
H -1.88 -4.36 -7.44  0.31
H -0.74 -3.43 -8.33  0.35
H -2.41 -2.97 -8.38  0.33
H 0.61 -1.42 -4.97  -0.48
H 0.42 -0.08 -4.12  -0.51
C 1.13 -7.69 1.73  -1.50
C 2.21 -7.21 0.77  2.21
C 3.04 -5.91 1.17  -1.51
O 2.30 -4.80 1.37  -0.32
C 1.34 -4.57 0.29  0.33
N 3.14 -8.32 0.66  -0.69
H 0.72 -8.57 1.23  0.59
H 0.27 -7.05 1.93  -0.29
H 1.58 -7.98 2.68  0.40
H 1.69 -7.03 -0.17  -0.78
H 3.68 -5.72 0.31  0.24
H 3.74 -6.11 1.97  0.52
H 1.80 -4.56 -0.70  -0.76
H 0.92 -3.57 0.46  -0.25
H 0.52 -5.28 0.29  0.05
H 3.95 -8.15 0.08  0.27
H 2.65 -9.14 0.33  0.28
C 4.59 1.70 -7.29  -1.90
C 3.49 0.71 -6.97  0.35
C 4.00 -0.71 -6.84  0.98
O 4.94 -1.13 -7.85  -0.51
C 5.47 -2.41 -7.54  -0.33
N 2.84 1.28 -5.78  0.92
H 4.22 2.72 -7.21  0.52
H 4.92 1.52 -8.31  0.39
H 5.40 1.76 -6.57  0.37
H 2.80 0.66 -7.82  0.41
H 3.17 -1.40 -6.73  -0.21
H 4.59 -0.76 -5.92  -0.52
H 6.19 -2.81 -8.26  0.34
H 4.67 -3.14 -7.42  0.00
H 6.01 -2.34 -6.59  0.22
H 1.94 0.88 -5.56  -0.97
H 2.67 2.27 -5.89  0.44

Output
HOMO	-0.299	hartree
total charge	0
gap between HOMO and LUMO	8.5530	eV

---

# 2
This record from the OMol25 dataset describes a molecular structure, C5H8O at a distorted geometry. The level of theory is ωB97M-V with the def2-TZVPD basis set.

Last column: natural (NBO) charge in e.
Cartesian coordinates (Å):
C 1.66 0.08 -0.29  -0.42
C 0.62 0.36 0.75  -0.30
C -0.67 1.06 0.47  -0.41
C -1.56 -0.40 -0.50  -0.06
O -0.41 -0.73 -1.21  -0.52
C 0.59 -0.93 -0.29  0.08
H 1.66 0.73 -1.15  0.23
H 2.63 -0.25 0.06  0.22
H 0.89 0.15 1.79  0.22
H -0.62 1.84 -0.29  0.20
H -1.10 1.49 1.41  0.22
H -2.38 -0.38 -1.26  0.19
H -1.81 -1.19 0.24  0.15
H 0.51 -1.86 0.27  0.20

Output
ΔE to the lowest compared entry with this formula, charge and spin	323.85	kJ/mol
HOMO	-0.325	hartree
total charge	0
gap between HOMO and LUMO	10.0571	eV

---

- Which formula does entry 2 have?
  C5H8O